Here is CHO5Sm as an isolated structure from the OMol25 dataset. Energies are from wB97M-V/def2-TZVPD.

Geometry as XYZ:
```
8
CHO5Sm wB97M-V/def2-TZVPD
O -1.4665 1.0996 0.1857
O 0.7977 0.6788 0.0667
O -0.3627 0.5628 0.8749
C 0.2662 -0.7401 -0.4068
O -0.1448 -0.8571 -1.5149
O 0.6743 -1.6411 0.4483
Sm -0.6996 3.3520 0.3518
H 0.9353 -2.4550 -0.0057
```

Computed properties:
spin multiplicity: 7
E: -29181.3006 eV
charge: +1
HOMO energy (alpha / beta): -0.47313 / -0.47547 Eh

These are the Löwdin partial charges, in e, on atoms 1 to 6: number 1, O, carries -0.406; number 2, O, carries -0.078; number 3, O, carries -0.284; number 4, C, carries -0.524; number 5, O, carries 0.196; number 6, O, carries 0.183